[1]
{"formula": "C6H6", "method": "the ωB97M-V functional and the def2-TZVPD basis", "relative_energy_kcal_mol": 168.4, "e_lumo_ev": [-0.3, -0.3], "molar_mass_g_mol": 78.11, "homo_lumo_gap_ev": [7.7, 7.7], "multiplicity": 1, "species": ["C", "C", "C", "C", "C", "C", "H", "H", "H", "H", "H", "H"], "positions_angstrom": [[-0.664, 1.158, -2.658], [-0.804, 0.645, -1.578], [-0.948, 0.035, -0.252], [0.183, 0.372, 0.688], [0.801, -0.548, 1.515], [0.914, -1.576, 2.311], [-0.544, 1.608, -3.619], [-1.049, -1.051, -0.341], [-1.878, 0.398, 0.214], [1.702, -0.140, 0.895], [0.562, 1.391, 0.650], [1.726, -2.291, 2.175]], "atomic_forces_ev_per_a": [[-0.1, -0.2, 0.4], [0.0, 0.2, -0.5], [0.0, -0.1, 0.0], [0.0, 0.0, 0.0], [-0.3, -0.2, 0.2], [0.1, 0.3, -0.3], [0.0, -0.1, 0.2], [0.0, 0.2, 0.0], [0.1, 0.0, 0.0], [0.1, 0.0, -0.1], [0.0, -0.1, 0.0], [-0.1, 0.1, 0.0]], "lowdin_charge": [0.1102, -0.1481, -0.1924, -0.0949, -0.3400, 0.0716, 0.0261, 0.1261, 0.1324, 0.1859, 0.1153, 0.0079]}

***

[2]
{"formula": "C29H30N5O10S2Tl", "method": "the ωB97M-V functional and the def2-TZVPD basis", "relative_energy_kcal_mol": 0.0, "e_lumo_ev": 3.9, "molar_mass_g_mol": 877.10, "charge": -2, "homo_lumo_gap_ev": 6.6, "multiplicity": 1, "species": ["Tl", "O", "C", "O", "C", "O", "O", "N", "C", "C", "C", "C", "C", "N", "C", "C", "C", "C", "C", "N", "H", "H", "H", "H", "H", "H", "H", "H", "H", "O", "S", "C", "C", "C", "C", "H", "H", "H", "H", "H", "H", "H", "H", "C", "C", "C", "C", "C", "C", "C", "S", "O", "O", "O", "H", "H", "H", "H", "H", "H", "H", "N", "C", "O", "C", "C", "C", "N", "C", "C", "H", "H", "H", "H", "H", "H", "O"], "positions_angstrom": [[-0.271, -1.140, 0.216], [0.976, -5.124, 1.205], [0.851, -3.955, 0.873], [-0.243, -3.273, 0.970], [2.082, -3.176, 0.252], [3.163, -3.744, 0.147], [1.844, -1.966, -0.115], [2.708, 0.709, 1.466], [2.039, 0.007, 2.460], [2.669, 0.012, 3.711], [2.056, -0.599, 4.779], [0.830, -1.215, 4.590], [0.288, -1.194, 3.323], [0.870, -0.598, 2.272], [2.437, 1.057, 0.167], [3.401, 1.802, -0.531], [3.132, 2.168, -1.830], [1.930, 1.800, -2.420], [1.041, 1.065, -1.658], [1.298, 0.715, -0.399], [3.616, 1.012, 1.769], [3.621, 0.516, 3.827], [2.529, -0.587, 5.754], [0.291, -1.687, 5.396], [-0.657, -1.676, 3.128], [4.336, 2.070, -0.054], [3.864, 2.740, -2.388], [1.691, 2.073, -3.438], [0.086, 0.713, -2.040], [-2.096, 2.276, -0.410], [-2.408, 1.604, -1.707], [-3.334, 2.919, -2.624], [-4.783, 2.828, -2.175], [-5.090, 1.332, -2.207], [-3.942, 0.643, -1.477], [-3.237, 2.721, -3.698], [-2.835, 3.855, -2.381], [-5.461, 3.406, -2.810], [-4.870, 3.206, -1.154], [-5.133, 0.998, -3.250], [-6.050, 1.089, -1.747], [-3.737, -0.386, -1.761], [-4.056, 0.676, -0.393], [2.726, 4.835, 2.842], [1.506, 3.992, 3.118], [1.320, 3.377, 4.348], [0.192, 2.598, 4.592], [-0.764, 2.434, 3.605], [-0.591, 3.040, 2.363], [0.536, 3.809, 2.131], [-2.170, 1.352, 3.859], [-3.348, 2.152, 3.560], [-2.056, 0.950, 5.260], [-1.916, 0.267, 2.917], [3.449, 4.757, 3.656], [2.464, 5.890, 2.728], [3.220, 4.521, 1.919], [2.070, 3.496, 5.125], [0.043, 2.100, 5.542], [-1.307, 2.858, 1.572], [0.677, 4.255, 1.151], [0.512, -6.287, -6.219], [-0.389, -6.172, -5.199], [-1.293, -6.977, -5.070], [-0.193, -5.013, -4.271], [0.630, -3.930, -4.565], [0.751, -2.915, -3.627], [0.127, -2.915, -2.460], [-0.665, -3.947, -2.182], [-0.857, -5.012, -3.055], [0.444, -7.110, -6.791], [1.360, -5.753, -6.235], [1.159, -3.835, -5.505], [1.398, -2.069, -3.840], [-1.161, -3.918, -1.218], [-1.502, -5.837, -2.788], [-1.822, -0.683, -0.902]], "atomic_forces_ev_per_a": [[-0.1, -0.4, -0.3], [0.1, 0.0, 0.0], [-0.1, 0.2, 0.0], [0.1, -0.2, 0.2], [0.0, 0.1, -0.1], [0.0, 0.0, 0.0], [0.0, 0.0, 0.1], [0.2, -0.1, 0.0], [-0.2, 0.1, 0.2], [0.0, 0.0, 0.0], [0.1, 0.0, 0.0], [0.0, 0.0, 0.0], [-0.1, -0.2, 0.0], [0.2, 0.1, 0.1], [-0.1, 0.0, -0.1], [0.1, 0.0, 0.0], [0.1, 0.1, 0.0], [-0.2, 0.0, 0.0], [0.2, 0.1, 0.0], [-0.3, 0.1, 0.0], [0.0, 0.0, 0.0], [0.0, 0.0, 0.0], [0.0, 0.0, 0.0], [0.0, 0.0, 0.0], [0.0, 0.0, 0.0], [0.0, 0.0, 0.0], [0.0, 0.0, 0.0], [0.0, 0.0, 0.0], [0.0, 0.0, 0.0], [0.1, 0.1, -0.1], [0.0, 0.0, -0.1], [0.0, 0.0, 0.1], [0.0, 0.0, 0.0], [0.0, 0.0, 0.0], [-0.1, 0.1, 0.0], [0.0, 0.0, 0.0], [0.0, 0.0, 0.0], [0.0, 0.0, 0.0], [0.0, 0.0, 0.0], [0.0, 0.0, 0.0], [0.0, 0.0, 0.0], [0.0, 0.1, 0.0], [0.0, 0.0, 0.0], [0.0, 0.0, 0.0], [0.0, 0.0, 0.0], [0.0, 0.0, 0.0], [0.0, 0.1, 0.0], [0.0, 0.0, 0.0], [0.1, -0.1, 0.0], [0.0, 0.0, -0.1], [0.0, 0.0, 0.2], [0.1, 0.0, 0.0], [-0.1, 0.0, 0.0], [-0.3, 0.1, 0.0], [0.0, 0.0, 0.0], [0.0, 0.0, 0.0], [0.0, 0.0, 0.0], [0.0, 0.0, 0.0], [0.0, 0.0, 0.0], [-0.1, 0.0, 0.0], [0.0, 0.0, 0.0], [0.0, 0.0, -0.1], [0.0, -0.1, 0.0], [0.0, 0.0, 0.0], [0.0, 0.1, 0.0], [0.0, 0.0, 0.0], [0.1, -0.1, -0.1], [-0.1, 0.0, 0.0], [-0.1, 0.0, 0.0], [0.0, 0.0, 0.0], [0.0, 0.0, 0.0], [0.0, 0.0, 0.1], [0.0, 0.0, 0.0], [0.0, 0.1, 0.1], [0.0, 0.0, 0.0], [0.0, 0.0, 0.0], [0.5, 0.0, 0.1]], "lowdin_charge": [0.9988, 0.0216, -0.5902, -0.1638, -0.5865, 0.0102, -0.1431, 0.1533, -0.2628, -0.0252, -0.0722, -0.0435, -0.1184, 0.0938, -0.2986, -0.0176, -0.0893, -0.0693, -0.1250, 0.0800, 0.1271, 0.1054, 0.1030, 0.1101, 0.1063, 0.1034, 0.0975, 0.0943, 0.0635, -0.5289, 0.8850, -0.3366, -0.2654, -0.2471, -0.3202, 0.0743, 0.0743, 0.0948, 0.1119, 0.1008, 0.1022, 0.0669, 0.1047, -0.0712, -0.3038, -0.0710, -0.0693, -0.2516, -0.0370, -0.0475, 0.4172, -0.3541, -0.3826, -0.3571, 0.0624, 0.0705, 0.0630, 0.0967, 0.1008, 0.0861, 0.1109, 0.1525, -0.4976, 0.0466, -0.1493, -0.0297, -0.1193, 0.1010, -0.0860, 0.0202, 0.0993, 0.0803, 0.0942, 0.1100, 0.1084, 0.1180, -0.6907]}

***

[3]
{"formula": "CH8N3O", "method": "the ωB97M-V functional and the def2-TZVPD basis", "relative_energy_kcal_mol": 102.1, "e_lumo_ev": -3.3, "molar_mass_g_mol": 78.09, "charge": 1, "homo_lumo_gap_ev": 10.7, "multiplicity": 1, "species": ["C", "N", "N", "N", "O", "H", "H", "H", "H", "H", "H", "H", "H"], "positions_angstrom": [[-0.968, 0.037, 0.155], [-1.464, 0.525, -1.013], [2.031, 0.440, 0.388], [-1.039, -1.291, 0.383], [0.914, 0.612, -0.429], [-0.945, 0.709, 1.018], [-1.531, -0.263, -1.703], [-1.294, 1.528, -1.247], [2.810, 0.624, -0.255], [1.845, 1.104, 1.144], [2.022, -0.612, 0.511], [-1.564, -1.796, -0.314], [-0.817, -1.616, 1.362]], "atomic_forces_ev_per_a": [[-0.8, 0.8, -0.8], [0.2, -1.4, 0.8], [-0.9, -1.7, -1.8], [0.7, 1.2, 1.5], [-1.0, 0.2, -0.4], [0.4, -0.2, -0.4], [0.0, 2.1, 0.2], [-0.2, -1.6, 0.0], [0.3, 0.5, 0.9], [1.3, -0.7, 0.5], [0.5, 1.5, 1.2], [0.2, -0.8, 0.5], [-0.9, 0.1, -2.0]], "lowdin_charge": [-0.2824, 0.1197, 0.0766, 0.1338, -0.2953, 0.1520, 0.1446, 0.1477, 0.1700, 0.1703, 0.1859, 0.1202, 0.1571]}